[1]
Formula: C66H165N11
Source: the OMol25 dataset
Level of theory: ωB97M-V/def2-TZVPD

```
! RIJCOSX wB97M-V def2-TZVPD def2/J DEFGRID3
* xyz 0 1
C 20.53277 9.96991 -22.99293
C 19.55015 8.77912 -22.81092
N 18.80529 8.44031 -24.01135
C 18.06445 9.60402 -24.56085
C 17.00882 10.32924 -23.74504
C 17.90266 7.30180 -23.84668
C 18.57334 5.94946 -23.53910
H 21.16765 10.15265 -22.12597
H 20.14214 10.96808 -23.19081
H 21.10933 9.73375 -23.88730
H 20.17689 7.92703 -22.54779
H 18.87788 8.81953 -21.95388
H 18.72225 10.36510 -24.98054
H 17.50154 9.14684 -25.37462
H 17.42774 11.06878 -23.06262
H 16.28322 10.85528 -24.36544
H 16.47222 9.68867 -23.04517
H 17.37810 7.14874 -24.78982
H 17.08164 7.41838 -23.13927
H 18.91702 5.99055 -22.50551
H 19.45089 5.71329 -24.14096
H 17.90153 5.09119 -23.52698
C 21.04720 3.88641 -14.03215
C 21.17196 2.34176 -13.79319
N 22.56565 1.84025 -13.73136
C 22.83053 0.46786 -14.04767
C 22.31131 -0.61757 -13.09756
C 23.31686 2.30107 -12.56290
C 24.84473 2.44877 -12.74123
H 21.43652 4.54309 -13.25414
H 20.06268 4.33577 -14.16212
H 21.63723 4.07996 -14.92798
H 20.59748 2.00616 -12.92979
H 20.88443 1.85244 -14.72378
H 22.35825 0.21042 -14.99571
H 23.88459 0.41228 -14.31963
H 22.74610 -1.56158 -13.42602
H 22.52816 -0.45612 -12.04162
H 21.24592 -0.67396 -13.32087
H 23.19011 1.68086 -11.67556
H 22.98214 3.26186 -12.17181
H 25.19345 2.56172 -11.71471
H 25.08040 3.36610 -13.28073
H 25.40308 1.57310 -13.07220
C 10.97275 -0.23034 -16.76174
C 11.26195 -1.59901 -17.38865
N 12.45224 -1.73101 -18.21618
C 13.69185 -1.55755 -17.45322
C 14.92008 -2.18638 -18.10199
C 12.45452 -0.80293 -19.37215
C 11.32236 -0.96853 -20.42655
H 10.02808 -0.39822 -16.24452
H 10.69735 0.52004 -17.50281
H 11.69972 0.19741 -16.07134
H 11.50278 -2.31192 -16.60007
H 10.37011 -2.05932 -17.81390
H 13.88688 -0.48987 -17.35262
H 13.51005 -1.88944 -16.43101
H 15.70505 -2.24000 -17.34764
H 14.72467 -3.20455 -18.43852
H 15.28987 -1.43270 -18.79720
H 13.37113 -0.99130 -19.93113
H 12.55441 0.25369 -19.12380
H 11.64318 -0.72000 -21.43819
H 10.46394 -0.30691 -20.31049
H 10.85059 -1.95100 -20.44345
C 18.46122 9.87654 -16.92399
C 18.58767 8.36919 -16.56365
N 18.25729 7.47756 -17.73343
C 18.81502 7.79858 -19.03726
C 20.28357 8.07958 -19.13731
C 18.58069 6.05838 -17.41665
C 17.68873 5.68686 -16.17797
H 17.48557 10.27591 -17.20095
H 19.21767 10.21901 -17.63010
H 18.75328 10.45702 -16.04887
H 19.56940 8.16143 -16.13803
H 17.91138 8.19480 -15.72681
H 18.22453 8.66808 -19.32601
H 18.60707 7.11333 -19.85902
H 20.70956 8.80800 -18.44736
H 20.79321 8.27593 -20.08061
H 20.73749 7.17009 -18.74378
H 18.37541 5.39331 -18.25549
H 19.64795 5.98018 -17.20940
H 18.00051 6.18238 -15.25854
H 16.62027 5.87286 -16.28698
H 17.88328 4.62373 -16.03651
C 18.25060 -0.54057 -22.18156
C 17.74072 -1.99721 -22.22630
N 18.74792 -2.98859 -22.28832
C 19.64422 -2.75283 -23.45915
C 18.95052 -2.78892 -24.79828
C 18.10276 -4.32171 -22.18108
C 19.14584 -5.39252 -21.84535
H 19.02483 -0.53307 -21.41436
H 17.39998 0.09645 -21.93917
H 18.62919 -0.23627 -23.15735
H 17.19136 -2.24605 -21.31835
H 17.00010 -2.17166 -23.00677
H 20.23019 -1.83727 -23.37849
H 20.36260 -3.57152 -23.50125
H 18.29493 -1.92919 -24.93669
H 19.66055 -2.89950 -25.61787
H 18.31675 -3.67343 -24.86215
H 17.48650 -4.62938 -23.02587
H 17.41923 -4.31159 -21.33209
H 20.04224 -5.22873 -21.24723
H 19.57607 -5.85341 -22.73449
H 18.71896 -6.24470 -21.31653
C 16.92497 1.79578 -26.04601
C 15.41058 1.39504 -26.03068
N 14.66635 2.28930 -25.04738
C 14.70716 1.61814 -23.72768
C 13.93883 2.38566 -22.56705
C 13.21846 2.37132 -25.51384
C 12.54302 0.97360 -25.64231
H 17.52127 1.13998 -26.68041
H 17.27652 1.84449 -25.01541
H 16.97788 2.78129 -26.50869
H 14.92474 1.51938 -26.99846
H 15.27059 0.32229 -25.89757
H 14.44656 0.57294 -23.89426
H 15.76692 1.65310 -23.47511
H 14.40388 3.37105 -22.59576
H 12.90436 2.42793 -22.90792
H 13.80190 1.86185 -21.62102
H 13.21234 2.87711 -26.47936
H 12.68607 3.12714 -24.93644
H 12.95878 0.32725 -26.41527
H 11.48375 1.07693 -25.87762
H 12.51562 0.39321 -24.72008
C 14.77187 0.38487 -8.18875
C 14.48141 0.96317 -9.54959
N 13.10000 1.50599 -9.73331
C 13.13918 2.20932 -11.00177
C 13.64636 3.76499 -10.93584
C 12.08533 0.45409 -9.72937
C 11.45274 0.62850 -8.34194
H 14.50263 1.03718 -7.35802
H 15.83951 0.19959 -8.07081
H 14.32342 -0.60806 -8.22181
H 15.18750 1.77609 -9.71898
H 14.80992 0.29500 -10.34566
H 13.73371 1.69014 -11.75350
H 12.16678 2.47441 -11.41683
H 13.83966 4.15445 -11.93537
H 12.99488 4.39911 -10.33453
H 14.61260 3.75500 -10.43147
H 12.60315 -0.48951 -9.90134
H 11.25651 0.41232 -10.43606
H 10.63105 -0.08309 -8.26093
H 10.87411 1.54390 -8.21815
H 12.11354 0.46837 -7.49000
C 10.69692 6.42311 -20.18116
C 10.19894 5.74458 -18.83746
N 9.51428 4.58288 -19.25521
C 8.14835 4.99527 -19.71872
C 7.33359 3.78873 -20.25743
C 9.52608 3.51952 -18.21743
C 8.52111 3.82058 -17.02769
H 11.46893 7.11518 -19.84480
H 9.97349 7.08191 -20.66150
H 11.28054 5.78487 -20.84459
H 11.03972 5.40971 -18.22997
H 9.55012 6.35834 -18.21261
H 8.29164 5.58700 -20.62284
H 7.55092 5.50653 -18.96387
H 7.93981 2.94616 -20.59009
H 6.69230 4.14773 -21.06239
H 6.72438 3.36998 -19.45642
H 9.21443 2.59630 -18.70592
H 10.51210 3.45282 -17.75763
H 8.58709 3.05811 -16.25154
H 8.97083 4.65092 -16.48327
H 7.48950 3.99349 -17.33425
C 14.93319 3.17210 -19.08811
C 15.39314 3.59389 -17.72069
N 15.60082 2.45454 -16.82855
C 16.46809 1.42032 -17.37364
C 17.98102 1.83763 -17.39110
C 15.68670 3.00251 -15.46497
C 15.29963 1.90513 -14.48226
H 14.11111 2.45712 -19.05518
H 15.80163 2.86606 -19.67142
H 14.57146 4.05223 -19.61974
H 16.27519 4.18814 -17.95934
H 14.55102 4.16800 -17.33425
H 16.31995 0.48736 -16.82982
H 16.19950 1.26456 -18.41848
H 18.62804 1.14188 -17.92533
H 18.07893 2.86594 -17.73908
H 18.46381 1.87844 -16.41471
H 14.92210 3.74519 -15.23715
H 16.69548 3.33611 -15.22173
H 15.49462 2.37478 -13.51815
H 16.01406 1.08990 -14.59668
H 14.24520 1.68555 -14.64978
C 14.36588 6.53593 -22.96440
C 13.67869 7.68646 -23.80422
N 14.37625 7.89184 -25.15242
C 14.28144 6.70232 -26.10083
C 15.37577 6.87319 -27.16048
C 14.14418 9.19989 -25.81257
C 12.96138 9.44080 -26.75213
H 13.69759 6.16063 -22.18939
H 15.17836 7.03993 -22.44100
H 14.85804 5.73041 -23.50940
H 12.63998 7.52255 -24.09110
H 13.72078 8.64177 -23.28105
H 14.31710 5.69173 -25.69398
H 13.32428 6.70689 -26.62229
H 15.24916 7.81337 -27.69725
H 16.34459 6.94290 -26.66589
H 15.36599 6.05914 -27.88528
H 15.00010 9.47843 -26.42732
H 13.92127 9.83468 -24.95499
H 13.15533 8.92626 -27.69326
H 12.79123 10.50954 -26.88221
H 12.03801 9.04861 -26.32590
C 19.17272 -1.79334 -14.94059
C 18.11494 -2.79674 -15.50615
N 18.62312 -4.20005 -15.25622
C 17.58116 -5.10298 -15.68061
C 16.24280 -5.16039 -14.83404
C 19.86758 -4.43886 -15.99937
C 20.62803 -5.67136 -15.49420
H 19.38953 -2.05174 -13.90409
H 18.65279 -0.83599 -14.90524
H 20.07674 -1.65331 -15.53323
H 17.19617 -2.66804 -14.93397
H 17.98058 -2.61738 -16.57286
H 17.31574 -4.76103 -16.68098
H 17.98689 -6.10984 -15.77909
H 15.81128 -6.07650 -15.23733
H 16.31039 -5.34279 -13.76154
H 15.59623 -4.31120 -15.05524
H 20.51552 -3.56536 -16.07198
H 19.72262 -4.68716 -17.05076
H 19.94250 -6.43239 -15.12141
H 21.29821 -5.51273 -14.64934
H 21.05435 -6.16825 -16.36567
*
```

electronic energy	-3215.5491	hartree
E_HOMO	-8.00	eV
LUMO level	0.46	eV
SMILES string	CCN(CC)CC.CCN(CC)CC.CCN(CC)CC.CCN(CC)CC.CCN(CC)CC.CCN(CC)CC.CCN(CC)CC.CCN(CC)CC.CCN(CC)CC.CCN(CC)CC.CCN(CC)CC
energy above the lowest of the compared OMol25 structures with the same formula, charge and spin	7.863	eV

Löwdin atomic charge list, values in e, 2 entries: atom 1 (C): -0.07, atom 2 (C): -0.26

[2]
Formula: C6H12
Source: the OMol25 dataset
Level of theory: ωB97M-V/def2-TZVPD

```
! RIJCOSX wB97M-V def2-TZVPD def2/J DEFGRID3
* xyz 0 1
C -2.06833 0.99553 0.90221
C -0.98712 0.47318 -0.00670
C -0.54077 -0.96777 0.20298
C 0.92903 -1.08812 -0.25049
C 1.70350 0.22972 -0.66441
C 1.83822 -0.38194 0.68315
H -3.01254 0.47681 0.72938
H -2.19260 2.06574 0.70653
H -1.76792 0.87986 1.95231
H -0.13331 1.12947 0.14836
H -1.25394 0.58145 -1.06652
H -0.63916 -1.24943 1.27067
H -1.19937 -1.67079 -0.32415
H 1.16393 -1.99747 -0.77891
H 1.08480 0.96870 -1.09937
H 2.68091 0.38010 -1.10554
H 1.44953 0.00952 1.61783
H 2.81830 -0.83085 0.75825
*
```

electronic energy	-235.7378	hartree
E_HOMO	-9.54	eV
LUMO level	1.22	eV
SMILES string	CCCC1CC1
energy above the lowest of the compared OMol25 structures with the same formula, charge and spin	2.188	eV

Löwdin atomic charge list, values in e, 2 entries: atom 1 (C): -0.11, atom 2 (C): -0.31

Question: Which formula does entry 1 have?
Answer: C66H165N11